Record 1
C39H58B2F4N11O2S3W | ωB97M-V/def2-TZVPD

The expectation value of S² is 2.023. For the maximum force, the calculation gives 0.0194 Eh/bohr. The calculation puts the total energy at -3984.8705 a.u. The HOMO-LUMO gap (alpha / beta) comes out at 7.349 / 7.789 eV.

Geometry as ORCA input:
```
! wB97M-V def2-TZVPD RIJCOSX def2/J DEFGRID3
* xyz 1 3
W -0.25 -0.16 0.27
C -0.61 -2.14 4.45
C 0.67 -2.97 4.59
C 1.79 -2.17 5.25
C 0.38 -4.19 5.45
N 1.15 -3.43 3.25
C 1.37 -4.75 2.92
C 1.85 -4.78 1.67
N 1.92 -3.49 1.21
B 2.60 -3.20 -0.15
N 3.38 -1.87 -0.12
C 4.64 -1.84 0.45
C 5.16 -0.63 0.20
N 4.24 0.09 -0.53
C 3.13 -0.68 -0.69
S 1.63 -0.25 -1.46
C 4.58 1.48 -0.98
C 6.01 1.46 -1.52
C 3.67 1.99 -2.10
C 4.48 2.39 0.25
N 1.63 -3.31 -1.35
C 2.12 -3.66 -2.59
C 1.06 -3.86 -3.39
N -0.09 -3.65 -2.64
C 0.29 -3.27 -1.39
S -0.72 -2.71 -0.10
C -1.43 -3.96 -3.23
C -2.56 -3.98 -2.21
C -1.34 -5.37 -3.83
C -1.71 -2.93 -4.32
C 1.47 -2.67 2.17
S 1.34 -0.93 2.08
H -1.30 -2.38 5.25
H -1.11 -2.34 3.50
H -0.39 -1.08 4.49
H 1.47 -1.85 6.25
H 2.05 -1.28 4.67
H 2.69 -2.78 5.36
H 0.05 -3.84 6.43
H 1.26 -4.81 5.60
H -0.42 -4.80 5.03
H 1.19 -5.56 3.60
H 2.14 -5.61 1.05
H 3.42 -4.08 -0.30
H 5.05 -2.69 0.97
H 6.12 -0.23 0.48
H 6.13 0.68 -2.28
H 6.75 1.31 -0.74
H 6.22 2.42 -1.98
H 3.59 1.27 -2.91
H 4.11 2.90 -2.49
H 2.67 2.22 -1.74
H 5.12 2.02 1.05
H 3.45 2.43 0.60
H 4.78 3.40 -0.02
H 3.17 -3.73 -2.79
H 1.02 -4.13 -4.43
H -2.34 -4.68 -1.39
H -3.46 -4.33 -2.72
H -2.77 -3.01 -1.78
H -1.05 -6.10 -3.07
H -0.63 -5.43 -4.66
H -2.32 -5.65 -4.22
H -1.61 -1.91 -3.94
H -2.73 -3.06 -4.69
H -1.03 -3.04 -5.17
N -1.19 0.85 2.11
C -2.30 0.41 2.90
C -2.28 0.56 4.28
C -3.35 0.14 5.05
C -4.45 -0.44 4.43
C -4.48 -0.55 3.05
C -3.42 -0.10 2.26
C -3.49 -0.15 0.78
C -4.74 0.05 0.18
C -4.90 -0.01 -1.19
C -3.82 -0.34 -1.99
C -2.59 -0.54 -1.40
C -2.36 -0.39 -0.02
H -0.43 1.15 2.70
H -1.48 1.66 1.54
H -1.41 1.01 4.75
H -3.32 0.25 6.12
H -5.28 -0.79 5.02
H -5.34 -1.01 2.57
H -5.59 0.29 0.81
H -5.88 0.17 -1.63
H -3.92 -0.43 -3.07
H -1.76 -0.82 -2.03
N -1.99 2.76 0.39
C -0.91 3.65 -0.03
C -1.02 4.95 0.78
C -0.03 6.09 0.48
C 0.23 6.32 -1.00
N -1.02 6.44 -1.75
C -1.24 5.96 -2.96
N -2.45 6.06 -3.52
N -0.24 5.42 -3.67
C 0.47 3.00 0.12
O 1.45 3.68 -0.12
O 0.52 1.78 0.54
H -2.28 2.17 -0.38
H -2.81 3.29 0.67
H -0.99 3.88 -1.09
H -0.93 4.70 1.85
H -2.04 5.32 0.64
H 0.93 5.87 0.94
H -0.41 7.01 0.93
H 0.79 5.45 -1.35
H 0.84 7.21 -1.14
H -1.79 6.90 -1.29
H -3.24 6.26 -2.93
H -2.66 5.49 -4.33
H 0.62 5.19 -3.19
H -0.48 4.78 -4.41
F -0.63 1.27 -1.89
B -0.94 1.71 -3.23
F -1.93 2.71 -3.10
F -1.41 0.64 -3.97
F 0.23 2.25 -3.78
*
```

***

Record 2
C39H58Cl6F21N3O17 | ωB97M-V/def2-TZVPD

For the maximum force, the calculation gives 0.0551 Eh/bohr. As for the SMILES: CCOC(=O)C(F)(F)F.CCOC(=O)C(F)(F)F.CCOC(=O)C(F)(F)F.CCOC(=O)C(F)(F)F.CCOC(=O)C(F)(F)F.CCOC(=O)C(F)(F)F.CCOC(=O)C(F)(F)F.ClC(Cl)Cl.ClC(Cl)Cl.CN(C)C=O.CN(C)C=O.CN(C)C=O. The calculation puts the total energy at -7822.6567 a.u. The HOMO-LUMO gap comes out at 9.627 eV.

Geometry as ORCA input:
```
! wB97M-V def2-TZVPD RIJCOSX def2/J DEFGRID3
* xyz 0 1
C -0.84 -5.97 2.51
O -0.43 -5.93 1.37
N -0.20 -5.47 3.58
C 1.03 -4.74 3.47
C -0.73 -5.64 4.93
H -1.80 -6.46 2.75
H 1.78 -5.10 4.19
H 0.87 -3.69 3.71
H 1.50 -4.85 2.50
H -0.03 -6.28 5.47
H -0.76 -4.67 5.42
H -1.73 -6.07 4.92
C -1.94 3.78 -4.13
O -2.24 2.71 -3.63
N -2.51 4.97 -3.82
C -2.18 6.18 -4.56
C -3.50 5.06 -2.79
H -1.15 3.91 -4.89
H -1.68 6.84 -3.85
H -3.07 6.65 -4.96
H -1.46 5.97 -5.36
H -4.47 5.37 -3.20
H -3.66 4.13 -2.25
H -3.22 5.80 -2.03
C 1.57 4.35 -6.12
O 0.56 3.97 -6.68
N 2.18 3.73 -5.09
C 3.43 4.19 -4.55
C 1.62 2.52 -4.51
H 2.07 5.31 -6.34
H 4.21 3.43 -4.69
H 3.32 4.37 -3.48
H 3.78 5.14 -4.96
H 1.72 2.67 -3.44
H 0.58 2.40 -4.78
H 2.20 1.62 -4.73
C 0.08 1.44 -1.49
C -0.91 0.38 -1.92
O -0.43 -0.94 -1.75
C -0.73 -1.61 -0.66
O -1.43 -1.23 0.23
C -0.19 -3.04 -0.66
F 0.58 -3.33 -1.72
F 0.47 -3.30 0.45
F -1.24 -3.89 -0.71
H -0.28 2.44 -1.68
H 1.07 1.34 -1.95
H 0.24 1.44 -0.41
H -1.03 0.50 -3.00
H -1.88 0.66 -1.51
C -3.44 -4.25 -2.74
C -4.66 -4.60 -1.93
O -4.68 -3.93 -0.66
C -4.33 -4.54 0.46
O -3.76 -5.57 0.60
C -4.70 -3.71 1.71
F -4.07 -2.52 1.64
F -6.02 -3.48 1.77
F -4.32 -4.32 2.82
H -3.39 -3.16 -2.85
H -3.43 -4.72 -3.72
H -2.50 -4.55 -2.27
H -4.78 -5.68 -1.78
H -5.57 -4.29 -2.45
C 4.47 -9.46 1.13
C 5.47 -8.39 0.73
O 4.80 -7.23 0.21
C 4.04 -6.53 1.02
O 4.03 -6.60 2.21
C 3.20 -5.46 0.31
F 1.94 -5.52 0.72
F 3.67 -4.25 0.66
F 3.24 -5.56 -1.02
H 3.68 -9.07 1.77
H 4.97 -10.26 1.69
H 4.05 -9.94 0.25
H 6.05 -8.77 -0.10
H 6.16 -8.14 1.54
C 7.23 0.86 -1.16
C 6.32 2.06 -0.98
O 5.44 1.79 0.15
C 4.14 1.90 -0.08
O 3.62 2.31 -1.06
C 3.32 1.59 1.20
F 4.08 1.10 2.17
F 2.80 2.76 1.60
F 2.32 0.75 0.96
H 6.71 0.08 -1.72
H 7.58 0.46 -0.21
H 8.07 1.10 -1.81
H 5.78 2.31 -1.88
H 6.88 2.93 -0.65
C -3.61 6.23 3.00
C -3.64 4.92 3.74
O -2.77 3.95 3.16
C -3.23 3.18 2.18
O -4.33 3.25 1.72
C -2.19 2.17 1.69
F -2.17 2.14 0.37
F -0.97 2.43 2.17
F -2.53 0.95 2.13
H -4.46 6.84 3.31
H -3.87 6.05 1.95
H -2.67 6.77 3.08
H -4.68 4.59 3.80
H -3.26 4.99 4.76
C 0.46 5.81 2.45
C 0.90 7.02 1.65
O 1.29 6.66 0.31
C 0.33 6.29 -0.51
O -0.85 6.36 -0.30
C 0.90 5.82 -1.86
F 2.17 5.46 -1.77
F 0.18 4.77 -2.29
F 0.75 6.80 -2.77
H 1.32 5.31 2.89
H -0.14 5.10 1.90
H -0.14 6.09 3.32
H 1.79 7.49 2.05
H 0.19 7.84 1.61
C -1.68 -1.64 3.94
C -0.46 -0.80 3.68
O -0.51 0.38 4.54
C 0.49 1.22 4.52
O 1.41 1.23 3.76
C 0.34 2.26 5.65
F 0.79 1.76 6.81
F 1.01 3.37 5.34
F -0.94 2.60 5.84
H -2.49 -1.25 3.31
H -2.05 -1.58 4.96
H -1.55 -2.66 3.57
H -0.31 -0.49 2.65
H 0.45 -1.29 4.04
C -0.76 -7.05 -0.67
Cl -2.26 -7.85 -1.16
Cl 0.12 -6.40 -2.07
Cl 0.26 -8.15 0.22
H -1.01 -6.21 -0.04
C -3.78 -0.16 -4.81
Cl -5.36 -0.28 -5.61
Cl -2.59 -1.17 -5.65
Cl -3.87 -0.52 -3.10
H -3.48 0.88 -4.89
*
```

***

Record 3
C39H61AsNO10P2S4V | ωB97M-V/def2-TZVPD

The expectation value of S² is 0.759. For the maximum force, the calculation gives 0.0540 Eh/bohr. The calculation puts the total energy at -7784.3658 a.u. The HOMO-LUMO gap (alpha / beta) comes out at 5.769 / 6.361 eV.

Geometry as ORCA input:
```
! wB97M-V def2-TZVPD RIJCOSX def2/J DEFGRID3
* xyz 3 2
V -0.78 0.66 -0.23
C 4.33 0.81 -0.24
C 3.65 2.05 -0.85
S 1.96 2.48 -0.32
C 2.20 2.68 1.45
C 2.15 1.39 2.26
S 0.56 0.56 2.18
C 1.02 -1.00 3.02
C 0.59 -2.32 2.40
S 1.19 -2.70 0.75
C 2.96 -2.96 1.03
C 3.89 -1.75 0.88
S 3.21 -0.60 -0.33
H 4.60 0.99 0.80
H 5.24 0.61 -0.80
H 3.57 1.96 -1.93
H 4.26 2.93 -0.64
H 1.43 3.39 1.78
H 3.17 3.16 1.61
H 2.34 1.62 3.31
H 2.90 0.68 1.91
H 0.57 -0.92 4.01
H 2.10 -0.96 3.13
H -0.50 -2.40 2.33
H 0.92 -3.11 3.07
H 3.23 -3.73 0.31
H 3.08 -3.39 2.02
H 4.88 -2.09 0.56
H 4.01 -1.22 1.83
C -3.33 -3.34 -2.12
C -1.86 -3.37 -2.40
C -1.13 -4.56 -1.82
O -1.27 -2.12 -1.78
P -0.23 -1.24 -2.50
O 0.29 -0.17 -1.48
C -1.09 -0.28 -3.76
P -2.04 1.02 -2.92
O -2.36 0.56 -1.49
O -1.09 2.25 -2.73
C -0.70 3.12 -3.89
C -1.37 4.45 -3.70
C 0.81 3.17 -3.91
O -3.24 1.47 -3.73
C -3.84 0.94 -5.01
C -4.66 -0.28 -4.68
C -4.63 2.08 -5.60
O 0.82 -2.19 -3.04
C 1.84 -2.13 -4.15
C 1.14 -2.45 -5.45
C 2.59 -0.82 -4.15
H -3.81 -4.17 -2.65
H -3.79 -2.41 -2.44
H -3.51 -3.46 -1.05
H -1.67 -3.30 -3.48
H -1.34 -4.63 -0.75
H -0.06 -4.49 -1.97
H -1.50 -5.46 -2.30
H -1.75 -0.95 -4.31
H -0.39 0.19 -4.45
H -1.08 2.64 -4.80
H -0.93 4.99 -2.86
H -2.44 4.32 -3.52
H -1.24 5.05 -4.60
H 1.19 3.54 -2.96
H 1.13 3.85 -4.70
H 1.25 2.19 -4.11
H -3.00 0.69 -5.66
H -5.46 -0.02 -3.99
H -4.06 -1.08 -4.24
H -5.11 -0.67 -5.59
H -5.46 2.34 -4.94
H -5.04 1.77 -6.56
H -4.01 2.96 -5.76
H 2.51 -2.94 -3.88
H 0.59 -1.60 -5.85
H 0.46 -3.30 -5.33
H 1.89 -2.73 -6.19
H 1.92 0.03 -4.33
H 3.32 -0.83 -4.96
H 3.11 -0.67 -3.20
O -3.56 -1.63 0.58
N -3.02 -0.63 0.89
O -3.51 0.39 1.30
O -1.61 -0.61 0.82
O -1.28 2.06 0.47
As -2.17 3.30 1.50
C -0.94 4.73 1.44
C -0.23 4.95 0.26
C 0.60 6.05 0.17
C 0.70 6.93 1.25
C -0.02 6.71 2.41
C -0.86 5.61 2.52
C -3.75 3.87 0.61
C -3.83 5.25 0.43
C -5.01 5.80 -0.05
C -6.08 4.97 -0.36
C -5.99 3.60 -0.19
C -4.82 3.03 0.30
C -2.45 2.75 3.26
C -3.75 2.41 3.64
C -4.00 2.16 4.98
C -2.97 2.25 5.91
C -1.68 2.59 5.51
C -1.41 2.85 4.18
H -0.32 4.26 -0.57
H 1.17 6.23 -0.73
H 1.35 7.79 1.17
H 0.05 7.40 3.24
H -1.44 5.45 3.42
H -3.00 5.91 0.66
H -5.09 6.87 -0.19
H -7.01 5.41 -0.72
H -6.83 2.96 -0.43
H -4.76 1.96 0.42
H -4.55 2.35 2.92
H -5.00 1.90 5.29
H -3.18 2.06 6.95
H -0.89 2.66 6.25
H -0.41 3.12 3.88
*
```